Density functional theory data (wB97M-V/def2-TZVPD) for C16H39InN2O7PS as an isolated structure in a non-equilibrium geometry.

The frontier orbital gap is 6.7 eV. The value obtained for the electronic energy is -2198.676492 hartree. The total charge is -1. Its HOMO energy is -4.129 eV. For the LUMO energy, the calculation gives 2.56 eV.

Geometry (Å):
In (-1.1998, -0.5967, 2.6321)
S (-2.7556, -0.0229, -0.6114)
P (-3.0128, 0.5361, 1.2751)
O (0.5157, -3.0350, -0.4442)
O (4.1258, -5.7186, -0.7928)
O (1.1344, 5.9272, -3.4932)
O (-3.6453, -0.2258, 5.9495)
O (-6.4117, -0.3323, 4.5290)
O (-4.6070, -1.9314, 4.5261)
O (0.3860, 2.5590, -0.5860)
N (2.8380, -3.6178, -2.5506)
N (-1.0636, 5.2383, -1.5295)
C (0.3785, 6.8731, -2.7263)
C (-3.4112, -1.1999, 5.0281)
C (-0.0645, 3.6381, 0.2339)
C (4.8267, -4.8098, -1.6513)
C (3.4879, -6.7835, -1.4847)
C (-1.2736, 4.4136, -0.3339)
C (1.1485, -4.1629, 0.1414)
C (-6.4444, -2.0615, 6.5151)
C (-5.8441, -1.3923, 5.1369)
C (1.9203, -2.4782, -2.4378)
C (-0.0408, 6.2788, -1.3704)
C (4.0754, -3.4728, -1.7749)
C (-1.8920, -1.5815, 4.5466)
C (0.4180, 5.3760, -4.5899)
C (1.2057, 2.9520, -1.6765)
C (1.4133, -2.0917, -1.0308)
H (1.1363, 4.8752, -5.2455)
H (1.2769, -4.9432, -0.6063)
H (0.0331, 0.6633, 3.0812)
H (-4.3667, 0.2047, 1.6413)
H (-0.0916, 6.1544, -5.1670)
H (-0.4823, 7.2652, -3.2847)
H (0.5849, 3.1806, -2.5407)
H (4.7229, -2.7375, -2.2632)
H (0.8611, 5.8803, -0.9005)
H (3.2043, -7.5423, -0.7497)
H (2.1033, -3.9093, 0.6097)
H (-5.9354, -3.1259, 6.6795)
H (1.8553, 3.7953, -1.4277)
H (5.7907, -4.6144, -1.1655)
H (-0.3994, 3.1722, 1.1711)
H (2.2229, -1.8398, -0.3396)
H (-2.0456, 3.6817, -0.5967)
H (-1.1557, -1.2821, 5.4352)
H (1.0527, 7.7168, -2.5338)
H (-0.3032, 4.6296, -4.2540)
H (-1.8363, -2.7393, 4.3866)
H (-7.6050, -2.1371, 6.3828)
H (5.0410, -5.2508, -2.6342)
H (-0.2779, -1.8153, 1.6257)
H (1.8380, 2.1035, -1.9515)
H (-2.8606, 1.9964, 1.2434)
H (4.1594, -7.2451, -2.2158)
H (2.3901, -1.6032, -2.9016)
H (0.4858, -4.5640, 0.9129)
H (2.3486, -4.4505, -2.2471)
H (-0.8037, 4.6279, -2.2943)
H (-0.4340, 7.0762, -0.7317)
H (3.8694, -3.1240, -0.7605)
H (0.8301, -1.1678, -1.1476)
H (0.7677, 4.2905, 0.5141)
H (-6.1114, -1.3769, 7.4204)
H (1.0464, -2.7250, -3.0510)
H (-1.6973, 5.0441, 0.4563)
H (2.5774, -6.4422, -1.9793)

Forces on atoms 1 to 2 (eV/Å):
1.51 -0.15 0.00
-0.01 -0.16 -0.56

=====

Density functional theory data (wB97M-V/def2-TZVPD) for a 7-piece molecular cluster, C16H39N6O13P overall in a non-equilibrium geometry.

The frontier orbital gap is 7.9 eV. The value obtained for the electronic energy is -2280.209753 hartree. The value obtained for the relative energy (zero: lowest compared OMol25 entry of this formula, charge and spin) is 369.6 kJ/mol. Its HOMO energy is -8.446 eV. For the LUMO energy, the calculation gives -0.56 eV.

Geometry (Å):
P (1.7116, -2.2745, 3.1464)
O (1.5424, 4.7987, -6.8244)
O (1.4211, 0.3269, -1.2305)
O (2.3333, 6.0409, -2.8344)
O (-0.4712, 2.3258, 5.4404)
O (3.1296, -1.2619, 3.1517)
O (-2.1191, -0.0922, -4.0475)
O (-5.8167, -2.4278, -7.0069)
O (1.1363, 4.8260, -1.4775)
O (-2.3538, -1.9655, -2.9566)
O (-5.5523, -3.7892, -5.3258)
O (0.8995, 3.9176, -4.9383)
O (1.1836, -1.5458, -0.1389)
O (1.2093, 3.3882, 4.5480)
N (0.8612, 4.7767, -5.8082)
N (0.9927, -0.8121, -1.1030)
N (-5.7236, -3.5436, -6.5128)
N (0.7078, 2.6508, 5.3837)
N (-2.5451, -1.2320, -3.9201)
N (2.1631, 5.0845, -2.0875)
C (0.0433, -4.4401, 4.3310)
C (1.9138, 0.7558, 2.0578)
C (-1.8258, -3.1674, 5.8229)
C (-1.9538, -1.9194, 6.2508)
C (3.3050, 4.1511, -1.9032)
C (0.8668, 2.8558, 0.8692)
C (2.2621, 2.1824, 1.3814)
C (0.1129, -3.3688, 3.1091)
C (0.1673, -1.3600, -2.2115)
C (1.1013, -1.3337, 4.6764)
C (1.6184, 2.1027, 6.4196)
C (-3.3688, -1.7814, -5.0292)
C (-1.4744, -4.4845, 4.9224)
C (-0.0974, 5.8967, -5.6180)
C (-5.8271, -4.7080, -7.4314)
C (3.1442, -0.3105, 2.0513)
H (0.8107, 3.9882, 1.0883)
H (1.0445, 1.4666, 7.0925)
H (2.3879, 1.5260, 5.9061)
H (-2.1440, -0.8704, 6.6969)
H (-5.9769, -4.3425, -8.4466)
H (0.8458, -4.2421, 5.1304)
H (0.2391, -5.4816, 3.8659)
H (-3.4547, -1.0270, -5.8103)
H (-2.2819, -4.5241, 4.0819)
H (2.9800, 3.1648, -2.2352)
H (1.0821, 0.2777, 1.3914)
H (4.1455, 4.5017, -2.5010)
H (-1.6214, -5.3811, 5.6555)
H (1.4486, 0.9361, 3.0928)
H (2.0490, 2.9455, 6.9604)
H (-0.8100, -1.6030, -1.8032)
H (0.6985, 2.6924, -0.2714)
H (-4.8956, -5.2692, -7.3568)
H (0.0868, -3.9735, 2.1174)
H (2.0267, -0.7929, 5.1364)
H (0.3119, -0.5207, 4.4560)
H (-0.6307, 5.7474, -4.6798)
H (-0.7884, 5.8847, -6.4610)
H (0.4790, 6.8214, -5.5910)
H (-4.3483, -2.0267, -4.6210)
H (2.9026, 1.9416, 0.4345)
H (4.1126, 0.3296, 2.1929)
H (0.0823, -0.6056, -2.9925)
H (0.6930, -2.0109, 5.5234)
H (-6.6778, -5.3075, -7.1075)
H (1.4339, -1.9607, 1.7736)
H (0.6725, -2.2501, -2.5877)
H (-2.8623, -2.6704, -5.4054)
H (3.2499, -0.7915, 1.0040)
H (-0.0720, 2.3846, 1.3772)
H (-0.8587, -2.7251, 3.1169)
H (3.5597, 4.1485, -0.8432)
H (2.5564, -3.4341, 3.4067)
H (2.8027, 2.8663, 2.1317)

Forces on atoms 1 to 2 (eV/Å):
-0.89 -0.25 0.77
-0.42 -0.13 0.73